Record 1
Molecular formula: C5H7LaO4
Method: DFT, ωB97M-V/def2-TZVPD

```
17
Properties=species:S:1:pos:R:3:mulliken_charge:R:1
La -0.75003 -1.27495 -0.57156 1.156
O 1.20821 0.24169 -0.04434 -0.479
O -0.61298 -1.55451 1.44481 -0.593
O -1.21832 0.63288 -1.20139 -0.590
O -3.12402 -2.00437 -1.72458 -0.113
C 0.74442 -1.84988 1.03675 -0.345
C 0.59420 1.50566 0.14944 -0.394
C 1.57902 -0.60325 1.10477 -0.503
C -4.04601 -1.67820 -2.31135 0.077
C -0.35765 1.71046 -1.03347 -0.342
H -0.91100 2.65413 -0.85240 0.324
H 1.39508 0.01172 2.01085 0.272
H 1.34573 2.31211 0.20043 0.297
H 0.26165 1.87696 -1.94070 0.242
H 0.02235 1.49882 1.09377 0.331
H 1.21227 -2.66554 1.61918 0.395
H 2.65708 -0.81371 1.01979 0.265
```

Output
- Frontier orbital gap: 6.5 eV
- Relative energy (zero: lowest compared OMol25 entry of this formula, charge and spin): 0.00 kJ/mol


Record 2
Molecular formula: C5H7MnO3
Method: DFT, ωB97M-V/def2-TZVPD

```
16
Properties=species:S:1:pos:R:3:mulliken_spin:R:1
Mn 2.57568 -3.84155 -2.78248 6.118
O 4.14427 -3.65711 -1.29012 0.003
O 3.72660 -2.08641 -2.71137 -0.111
O 5.83054 -2.82437 -2.56318 0.003
C 6.64511 -1.64342 0.87329 -0.001
C 4.04733 -0.56410 -2.88073 -0.004
C 6.91103 -0.64036 0.08899 0.000
C 6.75185 0.21817 -0.92060 0.000
C 4.70210 -2.85405 -2.10974 -0.022
H 3.82985 -0.08661 -1.91747 -0.001
H 3.22738 -0.31634 -3.56548 0.011
H 7.37239 -2.08633 1.55469 0.000
H 7.26892 0.02449 -1.86488 0.000
H 4.90353 -0.27825 -3.50414 0.001
H 6.45701 1.24853 -0.70356 0.000
H 5.82155 -2.44339 0.51160 0.003
```

Output
- Frontier orbital gap (alpha / beta): 7.8 / 9.0 eV
- Multiplicity: 7
- Relative energy (zero: lowest compared OMol25 entry of this formula, charge and spin): 184.46 kJ/mol


Record 3
Molecular formula: C5H7N
Method: DFT, ωB97M-V/def2-TZVPD

```
13
Properties=species:S:1:pos:R:3:mulliken_charge:R:1
N -0.00027 -0.98940 0.59420 -0.523
C 1.07354 -0.10249 0.01716 -0.320
C -0.61193 0.24399 1.20743 -0.294
C 0.17506 0.37177 -1.06336 -0.270
C -0.57339 -0.93674 -0.78186 -0.374
C 0.21218 1.10192 0.26436 -0.428
H -0.31056 0.39499 2.24441 0.241
H -1.66217 -0.99650 -0.82168 0.301
H -0.11557 -1.74867 -1.35501 0.229
H 0.41780 0.84219 -2.00685 0.368
H -1.71133 0.24818 1.14415 0.271
H 0.95886 1.80032 0.55907 0.384
H 2.14777 -0.22955 -0.00202 0.415
```

Output
- Frontier orbital gap: 10.0 eV
- Relative energy (zero: lowest compared OMol25 entry of this formula, charge and spin): 380.73 kJ/mol


Record 4
Molecular formula: C5H7N
Method: DFT, ωB97M-V/def2-TZVPD

```
13
Properties=species:S:1:pos:R:3:mulliken_charge:R:1
N -1.45310 0.30145 -0.51183 -0.500
C -0.01479 0.98238 -0.78947 -0.247
C -0.74830 -0.29691 0.61086 -0.308
C 0.20476 0.91162 0.67097 -0.378
C 1.12463 0.10667 -0.25217 -0.457
C 0.43489 -1.18098 0.10493 -0.452
H 0.14189 1.75338 1.35384 0.439
H -2.05167 -0.40792 -0.98363 0.224
H 0.31346 1.87245 -1.35918 0.320
H 0.91881 -1.71193 0.92780 0.309
H 2.17592 0.17988 -0.55034 0.377
H 0.25975 -1.86182 -0.73843 0.256
H -1.32715 -0.69256 1.44477 0.416
```

Output
- Frontier orbital gap: 10.0 eV
- Relative energy (zero: lowest compared OMol25 entry of this formula, charge and spin): 378.04 kJ/mol


Record 5
Molecular formula: C5H7N
Method: DFT, ωB97M-V/def2-TZVPD

```
13
Properties=species:S:1:pos:R:3:mulliken_charge:R:1
N -2.42717 0.62318 -0.03820 -0.569
C -0.30978 -0.31127 0.20716 0.401
C -0.55087 -1.60808 0.29626 -0.777
C 1.00715 0.51294 0.17997 -0.229
C -1.15977 0.77636 -0.23392 -0.201
C 2.16787 0.01642 -0.23913 -0.744
H 3.10281 0.52291 -0.06369 0.251
H -2.94248 1.50171 -0.04546 0.234
H -0.80295 1.68082 -0.75018 0.402
H 0.99561 1.47778 0.67332 0.339
H -1.58124 -1.92850 0.30748 0.338
H 0.25685 -2.31267 0.41460 0.299
H 2.24397 -0.95159 -0.70821 0.256
```

Output
- Frontier orbital gap: 9.6 eV
- SMILES: [H]/N=C/C(=C)C=C
- Relative energy (zero: lowest compared OMol25 entry of this formula, charge and spin): 273.95 kJ/mol


Record 6
Molecular formula: C5H7N
Method: DFT, ωB97M-V/def2-TZVPD

```
13
Properties=species:S:1:pos:R:3:mulliken_charge:R:1
N 3.44835 0.06159 0.21143 -0.397
C 1.07515 -0.54734 -0.41720 -0.346
C 2.41631 -0.20346 -0.14984 0.242
C 0.18914 0.24318 0.52657 -0.686
C -2.16664 -0.13066 -0.11621 -0.834
C -1.12856 0.60032 -0.08834 -0.320
H -1.07936 1.48336 -0.56164 0.484
H 0.67431 1.17391 0.79494 0.331
H 0.18162 -0.34308 1.48887 0.364
H 1.03012 -1.63168 -0.50271 0.284
H -3.05017 0.12324 -0.56417 0.343
H -2.30049 -0.81633 0.73904 0.258
H 0.71022 -0.01305 -1.36075 0.278
```

Output
- Frontier orbital gap: 11.4 eV
- SMILES: C=CCCC#N
- Relative energy (zero: lowest compared OMol25 entry of this formula, charge and spin): 202.14 kJ/mol


Record 7
Molecular formula: C5H7N
Method: DFT, ωB97M-V/def2-TZVPD

```
13
Properties=species:S:1:pos:R:3:mulliken_charge:R:1
N 1.00482 -0.11105 -0.98444 -0.619
C 0.53760 -0.04584 1.05859 -0.718
C -1.13162 0.71528 -0.10902 -0.371
C 0.09625 -0.97918 -0.05163 -0.085
C -1.28345 -0.54917 -0.21108 -0.552
C 0.44881 0.99292 0.03119 -0.024
H 2.08006 -0.32571 -0.56998 0.304
H -0.06081 0.14223 1.84655 0.339
H 0.18020 -1.94862 0.06540 0.550
H 1.58269 -0.57927 1.52610 0.190
H -2.05160 -1.24926 0.01588 0.353
H 0.79838 2.11631 -0.20243 0.371
H -1.56817 1.81760 -0.09875 0.263
```

Output
- Frontier orbital gap: 9.9 eV
- Relative energy (zero: lowest compared OMol25 entry of this formula, charge and spin): 561.33 kJ/mol


Record 8
Molecular formula: C5H7N
Method: DFT, ωB97M-V/def2-TZVPD

```
13
Properties=species:S:1:pos:R:3:mulliken_charge:R:1
N -0.67498 2.42358 -1.33688 -0.488
C -0.18169 0.18041 -0.11141 1.177
C 1.06969 -0.57193 -0.50367 -0.683
C 1.13752 0.41594 0.61224 -0.720
C -0.51265 1.38336 -0.85512 0.051
C -1.35541 -0.65360 0.38139 -1.451
H -2.13487 -0.06428 0.87233 0.360
H 1.59664 1.37086 0.36887 0.290
H 1.55063 -0.37217 -1.45457 0.263
H -1.01698 -1.42906 1.07644 0.370
H 1.27843 0.09831 1.63947 0.239
H 1.05385 -1.61921 -0.21149 0.281
H -1.81018 -1.16221 -0.47761 0.311
```

Output
- Frontier orbital gap: 11.4 eV
- SMILES: CC1(C#N)CC1
- Relative energy (zero: lowest compared OMol25 entry of this formula, charge and spin): 105.85 kJ/mol


Record 9
Molecular formula: C5H7N
Method: DFT, ωB97M-V/def2-TZVPD

```
13
Properties=species:S:1:pos:R:3:mulliken_charge:R:1
N -2.11049 -0.57130 0.48948 -0.566
C -0.42750 1.17795 0.18376 -0.434
C 1.44006 -0.17043 -0.42081 -0.076
C 0.74263 1.11508 -0.46976 -0.181
C 0.74628 -1.31654 -0.37997 -0.815
C -1.04430 0.00944 0.86862 -0.287
H -1.01592 2.08737 0.26632 0.350
H 1.12550 -2.22140 0.07508 0.290
H -0.57797 -0.32372 1.80474 0.399
H 1.20095 2.00517 -0.89949 0.370
H -2.35589 -0.22214 -0.44360 0.286
H 2.51497 -0.17543 -0.26213 0.323
H -0.23832 -1.39406 -0.81224 0.341
```

Output
- Frontier orbital gap: 9.8 eV
- SMILES: [H]/N=C\C=C/C=C
- Relative energy (zero: lowest compared OMol25 entry of this formula, charge and spin): 227.69 kJ/mol